{"formula": "C14H27F5O11S3", "method": "ωB97M-V with the def2-TZVPD basis set", "species": ["O", "C", "O", "S", "C", "C", "C", "S", "O", "O", "O", "S", "O", "O", "C", "F", "F", "C", "F", "F", "F", "H", "H", "H", "H", "H", "H", "H", "C", "O", "C", "C", "O", "C", "H", "H", "H", "H", "H", "H", "H", "H", "H", "H", "C", "O", "C", "C", "O", "C", "H", "H", "H", "H", "H", "H", "H", "H", "H", "H"], "coordinates": [[-7.630231, 1.322119, 1.819727], [-6.887719, 0.290774, 1.905880], [-6.610214, -0.315649, 3.101333], [-6.152260, -0.278711, 0.238542], [-4.321774, -0.205932, 0.520370], [-3.771743, 1.025924, -0.415333], [-2.488237, 0.628111, -1.294257], [-2.738475, -0.826423, -2.412611], [-4.166023, -1.335975, -2.421413], [-2.386471, -0.411409, -3.832896], [-1.628201, -2.007167, -1.938767], [-6.902803, -2.210598, -0.074714], [-8.198176, -2.376909, 0.712056], [-7.321002, -2.285757, -1.539719], [-5.735129, -3.628673, 0.203977], [-4.453884, -3.503428, -0.416604], [-6.347581, -4.764915, -0.446881], [-5.516726, -4.076292, 1.738610], [-6.012899, -5.419351, 1.903672], [-6.205701, -3.295924, 2.691458], [-4.146068, -4.130791, 2.122310], [-4.124176, 0.140890, 1.608951], [-3.751131, -1.178410, 0.353165], [-4.615549, 1.288480, -1.170205], [-3.572428, 1.963558, 0.210307], [-2.248124, 1.536513, -1.975375], [-1.546707, 0.486348, -0.634598], [-2.176492, -2.774569, -1.610610], [3.330235, 2.766494, -1.892825], [3.795773, 1.576145, -2.514892], [3.301888, 0.400354, -1.876358], [2.117422, -0.190664, -2.638312], [0.989876, 0.681638, -2.607510], [0.855253, 1.434117, -3.807201], [3.507365, 3.600040, -2.574757], [2.261536, 2.722877, -1.666806], [3.890719, 2.941801, -0.969302], [3.036266, 0.607343, -0.833489], [4.117923, -0.329085, -1.875633], [1.816003, -1.121161, -2.145356], [2.395332, -0.433261, -3.669167], [0.427421, 0.801382, -4.591652], [1.809475, 1.843769, -4.145758], [0.170315, 2.263499, -3.614640], [6.184315, 2.527338, 1.425059], [5.096924, 1.617449, 1.528950], [5.522871, 0.255626, 1.506289], [5.575170, -0.333718, 2.914323], [6.578354, 0.296861, 3.706224], [6.039303, 1.277593, 4.583003], [5.831802, 3.516409, 1.722849], [7.019962, 2.246675, 2.071264], [6.526737, 2.573696, 0.386533], [6.491086, 0.159613, 1.002753], [4.784033, -0.300011, 0.920217], [5.845439, -1.392296, 2.838491], [4.596532, -0.272418, 3.402050], [5.575628, 0.785466, 5.444659], [5.304947, 1.915684, 4.086198], [6.860021, 1.904913, 4.938422]], "atomic_forces_ev_per_a": [[3.12, -3.73, -1.96], [-3.12, 2.06, 9.68], [0.01, 1.70, -7.37], [1.30, 0.47, -0.22], [1.91, 1.47, 0.82], [-0.88, -0.86, -1.17], [0.75, 1.53, 1.22], [-1.93, -0.26, -5.97], [3.75, 0.95, 1.88], [0.06, -0.93, 4.85], [-2.48, 0.91, 0.27], [-8.56, -1.91, -3.99], [5.11, 0.59, -0.78], [3.10, 0.53, 4.04], [1.99, -3.91, -1.07], [-3.04, 0.32, 1.48], [1.31, 3.50, 1.57], [-0.14, -2.14, 3.53], [1.36, 3.64, -0.58], [1.98, -1.67, -2.94], [-3.42, 0.53, -1.35], [-0.85, -1.00, -1.59], [-1.21, 1.22, 0.03], [1.47, -0.33, 1.28], [-0.09, -1.52, -0.87], [-0.42, -1.88, 0.82], [-1.56, -0.15, -1.20], [0.63, 0.88, -0.45], [0.20, 0.06, -0.02], [-0.36, -0.05, 0.23], [0.11, 0.01, -0.53], [-0.08, 0.08, 0.54], [0.23, 0.07, -0.14], [-0.22, -0.06, -0.05], [0.05, -0.12, -0.01], [0.04, -0.05, -0.02], [-0.09, 0.04, 0.07], [-0.07, 0.02, -0.07], [-0.03, -0.03, 0.01], [0.02, 0.00, -0.03], [0.03, 0.10, 0.05], [0.02, 0.08, -0.03], [0.01, -0.04, 0.07], [0.03, -0.12, 0.04], [-0.11, 0.07, -0.09], [0.32, -0.14, 0.07], [-0.44, 0.12, 0.29], [0.52, -0.03, -0.25], [-0.39, 0.18, -0.10], [0.18, -0.08, 0.11], [-0.07, -0.10, -0.04], [-0.06, -0.04, -0.02], [0.11, 0.04, 0.01], [-0.01, 0.01, 0.12], [0.02, -0.04, 0.01], [-0.04, 0.02, -0.01], [0.02, 0.09, -0.07], [-0.07, 0.10, 0.01], [0.00, -0.05, -0.03], [-0.03, -0.15, -0.05]], "mulliken_charge": [-0.56, 0.73, -0.57, -0.02, -0.52, -0.76, -0.64, 1.11, -0.50, -0.62, -0.46, 1.14, -0.51, -0.57, 0.31, -0.19, -0.22, 0.69, -0.24, -0.17, -0.23, 0.54, 0.35, 0.42, 0.42, 0.35, 0.36, 0.36, -0.43, -0.40, -0.15, -0.78, -0.17, -0.89, 0.27, 0.21, 0.10, 0.17, 0.39, 0.34, 0.39, 0.30, 0.43, 0.23, -0.90, -0.36, -0.23, -0.68, -0.37, -0.69, 0.24, 0.47, 0.32, 0.36, 0.24, 0.38, 0.35, 0.32, 0.28, 0.24], "e_tot_ha": -3070.79551, "spin_multiplicity": 1, "gap_ev": 7.0, "total_charge": 0, "max_force_ha_per_bohr": 0.202}

---

{"formula": "C14H27N3O8P", "method": "ωB97M-V with the def2-TZVPD basis set", "species": ["C", "O", "C", "C", "O", "C", "P", "O", "O", "O", "C", "N", "C", "C", "C", "N", "C", "O", "C", "N", "H", "H", "H", "H", "H", "H", "H", "H", "H", "H", "H", "H", "H", "H", "H", "H", "H", "H", "H", "O", "C", "O", "C", "C", "C", "H", "H", "H", "H", "H", "H", "H", "H"], "coordinates": [[3.553135, -3.633113, 2.224199], [3.937264, -2.420487, 1.582830], [3.650207, -2.369669, 0.218807], [2.185549, -1.961548, -0.032675], [1.597107, -2.820960, -0.994709], [0.344111, -2.373779, -1.494783], [-0.679378, -3.891982, -1.730209], [-0.564143, -4.771897, -0.568385], [-0.133327, -4.582053, -3.063908], [-2.149203, -3.399112, -2.063823], [-0.300873, -1.283435, -0.643755], [-1.525414, -0.771064, -1.142284], [-2.569759, -0.673711, -0.403560], [-2.991813, -1.679655, 0.617883], [-3.447459, 0.520029, -0.608120], [0.661554, -0.105435, -0.734366], [2.086278, -0.516803, -0.495292], [2.620422, 0.337398, 0.517081], [3.618680, 1.076627, 0.118113], [4.567887, 1.613882, -0.241808], [3.389811, -4.440072, 1.505454], [4.351224, -3.945348, 2.895630], [2.640869, -3.485938, 2.807586], [3.846969, -3.315499, -0.294372], [4.320492, -1.621342, -0.215086], [1.670772, -2.075921, 0.927895], [0.529421, -1.927800, -2.488141], [0.493038, -4.045178, -3.561793], [-2.753969, -4.151485, -2.140361], [-0.359643, -1.548361, 0.414521], [-3.407528, -1.189672, 1.500102], [-2.163626, -2.306801, 0.955323], [-3.750097, -2.330622, 0.182217], [-4.513890, 0.285910, -0.614580], [-3.272611, 1.147654, 0.272063], [-3.174774, 1.043128, -1.519302], [0.573717, 0.232239, -1.696757], [0.385411, 0.693767, -0.141233], [2.647867, -0.359422, -1.416963], [-0.099254, 2.483916, -0.326192], [-0.438841, 3.463566, 0.312646], [-1.736771, 3.673372, 0.476630], [-2.274329, 4.692421, 1.348597], [-2.349174, 6.040205, 0.667770], [0.569051, 4.443161, 0.845601], [-1.711987, 4.725110, 2.281561], [-3.273876, 4.339344, 1.592447], [-1.362411, 6.409562, 0.388789], [-2.811658, 6.768505, 1.332753], [-2.944371, 5.970538, -0.242269], [0.849909, 5.119470, 0.038168], [1.452465, 3.891999, 1.159533], [0.216977, 5.026375, 1.690524]], "atomic_forces_ev_per_a": [[-0.09, -0.15, 0.09], [0.19, -0.13, -0.09], [0.02, 0.29, -0.14], [-0.06, -0.34, 0.35], [0.04, 0.26, -0.09], [-0.22, 0.23, -0.68], [0.48, -1.17, 0.67], [-0.25, 0.22, 0.04], [0.03, 0.56, 0.20], [0.13, 0.23, -0.20], [-0.77, -0.71, 0.15], [0.54, 1.36, 0.30], [-0.12, -0.29, -0.52], [0.62, 0.29, 0.72], [-0.40, -0.47, -0.22], [0.46, -0.51, -0.27], [0.33, 0.12, 0.03], [-0.26, 0.21, -0.02], [0.04, -0.56, 0.15], [0.00, 0.36, -0.05], [-0.03, 0.07, -0.04], [0.01, 0.15, 0.02], [-0.01, -0.03, -0.03], [-0.13, -0.05, 0.04], [0.04, -0.05, 0.01], [0.01, 0.14, 0.01], [-0.24, 0.04, 0.01], [-0.01, -0.16, -0.22], [-0.07, 0.03, -0.01], [0.24, -0.19, -0.05], [-0.18, -0.05, -0.10], [-0.12, -0.13, -0.13], [-0.03, 0.08, -0.07], [0.05, -0.10, 0.02], [0.05, 0.15, -0.14], [0.07, 0.12, 0.10], [-0.26, 0.27, 0.12], [-0.13, 0.18, -0.07], [-0.06, -0.10, -0.04], [0.09, -0.22, 0.15], [-0.01, 0.23, -0.04], [-0.05, -0.26, 0.07], [-0.11, 0.31, 0.09], [0.11, -0.06, -0.17], [0.02, -0.14, 0.26], [0.07, -0.03, -0.05], [0.02, -0.09, -0.06], [0.01, 0.03, 0.07], [-0.01, -0.02, 0.01], [-0.05, 0.01, 0.03], [0.00, 0.00, -0.01], [0.04, 0.00, -0.14], [-0.05, 0.07, -0.07]], "mulliken_charge": [-0.72, -0.40, -1.07, 0.82, -0.44, -0.17, 0.93, -0.65, -0.54, -0.46, -0.64, -0.40, 0.99, -1.22, -1.21, 0.07, -0.40, -0.47, 0.60, -0.42, 0.35, 0.26, 0.27, 0.43, 0.41, 0.15, 0.35, 0.37, 0.37, 0.63, 0.42, 0.32, 0.28, 0.44, 0.18, 0.35, 0.49, 0.29, 0.58, -0.71, 0.76, -0.31, -0.43, -1.02, -1.03, 0.38, 0.33, 0.29, 0.37, 0.32, 0.31, 0.27, 0.36], "e_tot_ha": -1656.97457, "spin_multiplicity": 1, "gap_ev": 10.3, "total_charge": 1, "max_force_ha_per_bohr": 0.029}

---

{"formula": "C14H27N5O6Tb", "method": "ωB97M-V with the def2-TZVPD basis set", "species": ["Tb", "O", "C", "C", "N", "C", "C", "O", "O", "C", "C", "O", "O", "H", "H", "H", "H", "H", "H", "H", "H", "H", "C", "N", "C", "C", "N", "H", "H", "H", "H", "H", "H", "C", "N", "C", "C", "O", "N", "C", "C", "H", "H", "H", "H", "H", "H", "H", "H", "H", "H", "H", "H"], "coordinates": [[-0.393903, 1.089871, -0.861191], [0.580775, -0.212831, -2.840316], [-0.081057, 0.065548, -4.084338], [-0.105554, 1.602609, -4.373844], [-0.544550, 2.347588, -3.148683], [-2.021944, 2.531885, -3.001435], [-2.784602, 1.234435, -2.746728], [-3.854305, 1.092259, -3.237265], [-2.202849, 0.405905, -1.936745], [0.291586, 3.602665, -2.910832], [0.716663, 3.278299, -1.485313], [-0.208366, 3.324835, -0.606453], [1.719600, 2.537084, -1.324098], [1.457283, 0.164614, -2.808917], [-1.117608, -0.278835, -3.965747], [0.415114, -0.464933, -4.857758], [-0.710959, 1.872526, -5.242626], [0.903186, 1.951069, -4.630928], [-2.504040, 3.127022, -3.786160], [-2.160779, 3.099469, -2.058143], [-0.398148, 4.458025, -2.915072], [1.109719, 3.694828, -3.619029], [3.617565, -2.191208, 2.138980], [2.659541, -2.518071, 1.101541], [3.092555, -3.659488, 0.208013], [1.908547, -1.561332, 0.576552], [1.262087, -0.780284, 0.042083], [4.616962, -1.923241, 1.745231], [3.686478, -3.064279, 2.822941], [3.222990, -1.421251, 2.778907], [4.162568, -3.520412, 0.046851], [2.581395, -3.649101, -0.780435], [2.875809, -4.592296, 0.707469], [-2.047002, -1.663692, 0.646821], [-1.684793, -1.274442, 2.002292], [-1.231476, -2.426351, 2.779698], [-1.155966, -0.049999, 2.144119], [-1.095891, 0.791920, 1.197640], [-0.643686, 0.300808, 3.329410], [0.226414, 1.486642, 3.402330], [-1.295818, -0.060981, 4.595513], [-2.706196, -2.541577, 0.700374], [-1.104643, -1.966242, 0.095373], [-2.618169, -0.917924, 0.123557], [-0.515799, -3.030403, 2.233389], [-2.063849, -3.114433, 3.056181], [-0.805402, -2.108762, 3.708414], [0.969308, 1.467524, 2.605571], [0.685635, 1.509463, 4.410004], [-0.310260, 2.428439, 3.302424], [-2.153204, -0.699992, 4.423907], [-1.607401, 0.871362, 5.094282], [-0.633551, -0.644340, 5.202203]], "atomic_forces_ev_per_a": [[0.52, -0.96, -0.49], [-0.77, 0.05, 0.69], [-0.92, 1.60, 0.34], [0.24, -0.28, 0.80], [0.28, 0.08, -0.59], [0.69, 0.85, 0.42], [0.79, 0.51, -0.13], [-1.72, -0.34, -0.80], [1.02, -0.13, 1.00], [-1.61, 0.06, 0.51], [0.65, -0.73, -0.36], [-0.13, 0.30, 0.08], [-0.48, 0.02, -0.08], [0.72, 0.18, -0.40], [0.53, -0.17, -0.03], [0.33, -0.46, -0.85], [-0.27, -0.31, 0.06], [-0.11, -0.24, 0.24], [0.27, -0.27, -0.12], [0.08, -0.01, -0.43], [0.50, -0.02, -0.23], [-0.11, -0.01, 0.11], [0.32, -0.73, 1.03], [-0.30, -0.34, -1.20], [-0.47, 1.02, -0.32], [1.42, -1.45, 0.37], [-1.14, 1.31, -0.46], [-0.54, -0.10, 0.14], [0.26, 0.35, -0.61], [-0.06, 0.61, -0.01], [-0.04, -0.28, -0.06], [0.21, 0.20, 0.84], [0.08, -0.19, 0.15], [0.32, -1.12, -0.36], [-0.15, -0.60, -0.72], [-0.85, -0.41, 0.59], [0.38, 0.48, 0.36], [-0.18, -0.61, 0.12], [0.15, 0.54, 0.84], [-0.13, 0.04, 0.46], [-0.22, 0.42, -0.41], [0.32, 0.17, 0.04], [-1.07, 0.38, 0.28], [0.06, 0.45, -0.20], [0.29, 0.08, -0.31], [0.29, 0.69, -0.41], [0.44, -0.01, 0.24], [0.10, -0.14, 0.22], [0.00, -0.23, -0.71], [-0.33, -0.02, -0.09], [-0.31, 0.26, -0.14], [0.10, -0.49, -0.03], [0.55, -0.02, 0.65]], "mulliken_charge": [0.92, -0.43, -0.66, -0.81, 0.32, -0.56, 0.37, -0.64, -0.55, -0.80, 0.97, -0.57, -0.59, 0.36, 0.33, 0.48, 0.31, 0.45, 0.43, 0.44, 0.38, 0.40, -0.93, 0.06, -0.91, 0.16, -0.28, 0.31, 0.34, 0.35, 0.33, 0.35, 0.32, -1.17, 0.19, -1.08, 0.72, -0.56, 0.20, -1.00, -1.35, 0.36, 0.29, 0.42, 0.36, 0.29, 0.42, 0.30, 0.37, 0.35, 0.47, 0.39, 0.40], "e_tot_ha": -2099.28326, "spin_multiplicity": 7, "gap_ev": [9.7, 9.7], "total_charge": 1, "max_force_ha_per_bohr": 0.040}